C33H47AsN7Ru | ωB97M-V/def2-TZVPD

The geometry in XYZ format:
```
89
Properties=species:S:1:pos:R:3:lowdin_spin:R:1
Ru -0.5410 0.7922 -1.7531 0.000
C -3.2885 1.4830 -1.7903 0.000
N -2.0302 2.1701 -1.3980 0.000
C -1.9814 2.4283 0.0649 0.000
C -0.5516 2.6458 0.4735 0.000
C -0.1706 3.6289 1.3655 0.000
C 1.1747 3.7781 1.6767 0.000
C 2.0938 2.9408 1.0675 0.000
C 1.6354 1.9881 0.1757 0.000
N 0.3404 1.8177 -0.1163 0.000
C -1.8126 3.4223 -2.1901 0.000
C -0.5199 3.3911 -2.9586 0.000
C -0.1038 4.4706 -3.7208 0.000
C 1.0943 4.3926 -4.4087 0.000
C 1.8517 3.2311 -4.3133 0.000
C 1.3783 2.1954 -3.5391 0.000
N 0.2126 2.2699 -2.8758 0.000
C -3.1024 0.9424 -3.1793 0.000
C -4.0935 1.0311 -4.1362 0.000
C -3.8330 0.5936 -5.4278 0.000
C -2.5662 0.1162 -5.7149 0.000
C -1.6280 0.0547 -4.7007 0.000
N -1.8765 0.4246 -3.4352 0.000
H -3.4543 0.6699 -1.0790 0.000
H -4.1487 2.1541 -1.7345 0.000
H -2.6162 3.2715 0.3450 0.000
H -2.3713 1.5391 0.5660 0.000
H -0.9168 4.2813 1.7994 0.000
H 1.4982 4.5504 2.3621 0.000
H 3.1543 3.0349 1.2545 0.000
H 2.3489 1.3570 -0.3391 0.000
H -2.6447 3.5605 -2.8826 0.000
H -1.8197 4.2841 -1.5204 0.000
H -0.7164 5.3615 -3.7718 0.000
H 1.4355 5.2245 -5.0104 0.000
H 2.7942 3.1296 -4.8322 0.000
H 1.9253 1.2671 -3.4366 0.000
H -5.0559 1.4523 -3.8769 0.000
H -4.5941 0.6516 -6.1946 0.000
H -2.2956 -0.1989 -6.7129 0.000
H -0.6327 -0.2983 -4.9174 0.000
N 0.2496 -4.6205 -1.4240 0.000
C 1.4748 -4.4131 -2.2958 0.000
C 2.2667 -3.1671 -1.8792 0.000
C 1.8819 -1.7926 -2.4733 0.000
N 1.0649 -0.8946 -1.5592 0.000
C 1.2961 -1.9066 -3.8729 0.000
C 0.3026 -3.0470 -4.0631 0.000
N -0.8781 -2.8826 -3.1728 0.000
C 0.9978 -4.3698 -3.7430 0.000
H 0.4536 -4.5244 -0.4303 0.000
H -0.1382 -5.5550 -1.5692 0.000
H -0.4478 -3.9052 -1.7696 0.000
H 2.1043 -5.2856 -2.1288 0.000
H 3.2839 -3.3672 -2.2225 0.000
H 2.3555 -3.1094 -0.7892 0.000
H 2.8291 -1.2618 -2.5738 0.000
H 1.7502 -0.2750 -1.1409 0.000
H 0.7329 -1.4318 -0.7601 0.000
H 2.1146 -2.0692 -4.5776 0.000
H 0.8629 -0.9418 -4.1288 0.000
H -0.0028 -3.0636 -5.1119 0.000
H -1.1332 -1.9032 -3.1026 0.000
H -1.6833 -3.3529 -3.5784 0.000
H 1.8633 -4.4914 -4.3964 0.000
H 0.3450 -5.2215 -3.9523 0.000
C -0.3415 1.0851 5.2312 0.012
As 0.1101 -0.6302 4.4107 0.139
C 2.0354 -0.5697 4.7464 0.012
C -0.5004 -1.9292 5.8805 0.065
C 0.0426 -1.6182 7.1831 0.197
C -0.6710 -0.7714 8.0936 0.094
C -0.1709 -0.5282 9.3399 0.043
C 1.0589 -1.0984 9.7278 0.271
C 1.7887 -1.9294 8.8407 0.045
C 1.2906 -2.1746 7.5961 0.088
H 0.0199 1.1629 6.2545 0.002
H -1.4172 1.2511 5.2076 0.000
H 0.1443 1.8644 4.6426 0.002
H 2.2712 -0.2725 5.7663 0.001
H 2.4631 0.1723 4.0710 0.002
H 2.4947 -1.5330 4.5298 0.000
H -0.1961 -2.9109 5.5197 0.007
H -1.5876 -1.8518 5.8564 0.006
H -1.6263 -0.3558 7.7985 0.002
H -0.7155 0.0876 10.0427 -0.001
H 1.4420 -0.9011 10.7210 0.011
H 2.7230 -2.3720 9.1574 -0.001
H 1.8236 -2.8246 6.9136 0.002
```

<S²>	0.77
energy relative to the best compared isomer or geometry (same formula, charge and spin)	0.000	eV
HOMO (alpha / beta)	-17.74 / -17.92	eV
frontier orbital gap (alpha / beta)	0.2867 / 0.2167	Eh
charge	+4
multiplicity	2

C33H47BGaN6O4 | ωB97M-V/def2-TZVPD

The geometry in XYZ format:
```
92
Properties=species:S:1:pos:R:3:mulliken_charge:R:1
C 2.4685 1.1999 2.5468 -1.198
C 1.1022 1.9094 2.5303 0.273
C 0.1319 1.2693 1.5443 -0.219
O -0.1632 -0.0358 1.9297 -0.456
Ga -0.9487 -1.0925 0.5735 -0.356
C -0.9088 -2.9728 1.3506 -0.507
C 0.4600 -3.6043 1.1334 -0.637
O 0.4657 -4.2467 -0.1509 -0.323
C -2.8963 -0.5551 0.2052 -0.598
N -3.8938 -1.1075 1.1661 -0.552
C -4.5071 -2.3538 0.7188 -0.690
B 0.1443 -1.1214 -1.2646 0.710
O -0.5295 -1.5259 -2.4303 -0.644
O 1.5105 -0.9048 -1.4437 -0.381
C 2.2766 -1.8908 -2.1139 -0.730
H 2.4971 0.4148 1.7885 0.166
H 3.2969 1.8945 2.3832 0.355
H 2.6498 0.7097 3.5053 0.301
H 1.1858 2.9846 2.3619 -0.027
H 0.6342 1.7863 3.5110 0.212
H 0.5553 1.2944 0.5219 0.065
H -0.7878 1.8868 1.5560 0.215
H -1.6766 -3.6221 0.9213 0.268
H -1.0635 -2.8773 2.4317 0.402
H 0.6945 -4.3546 1.9056 0.386
H 1.2531 -2.8444 1.1583 0.239
H 1.3045 -4.7168 -0.2353 0.096
H -3.0469 0.5288 0.1157 0.298
H -3.1396 -0.9572 -0.7896 0.390
H -3.3957 -1.3248 2.0186 0.309
H -4.5311 -3.0863 1.5308 0.303
H -5.5438 -2.1953 0.3973 0.261
H -3.9525 -2.8184 -0.1066 0.143
H -1.3742 -1.0637 -2.4790 0.233
H 2.6495 -2.6259 -1.3955 0.183
H 3.1287 -1.4069 -2.5978 0.233
H 1.6944 -2.4159 -2.8748 0.287
N 2.5109 -6.9007 -0.4235 -0.463
C 1.4725 -7.6790 -0.7194 -0.180
C 1.1544 -8.8278 -0.0095 -0.432
C 1.9580 -9.1865 1.0601 -0.343
C 3.0402 -8.3806 1.3806 -0.356
C 3.2694 -7.2484 0.6133 -0.261
H 0.8687 -7.3633 -1.5605 0.535
H 0.2943 -9.4179 -0.2948 0.406
H 1.7420 -10.0752 1.6400 0.355
H 3.6898 -8.6165 2.2127 0.376
H 4.0971 -6.5855 0.8417 0.365
N 2.7199 5.8100 0.4006 -0.619
C 3.7492 5.3186 -0.2874 -0.416
C 3.6456 4.2585 -1.1752 -0.454
C 2.4038 3.6713 -1.3641 -0.145
C 1.3236 4.1724 -0.6579 -0.199
C 1.5340 5.2341 0.2106 -0.377
H 4.7074 5.7973 -0.1132 0.405
H 4.5205 3.8991 -1.7002 0.394
H 2.2794 2.8347 -2.0396 0.470
H 0.3380 3.7387 -0.7627 0.313
H 0.7098 5.6445 0.7848 0.581
N -2.2585 8.0222 -1.7714 -0.573
C -1.9683 9.2824 -2.0844 -0.260
C -0.6875 9.7259 -2.3778 -0.274
C 0.3512 8.8091 -2.3436 -0.494
C 0.0660 7.4933 -2.0192 0.014
C -1.2505 7.1524 -1.7421 -0.247
H -2.8057 9.9721 -2.0998 0.343
H -0.5129 10.7645 -2.6256 0.354
H 1.3664 9.1138 -2.5635 0.382
H 0.8452 6.7452 -1.9760 0.347
H -1.5104 6.1318 -1.4831 0.436
N -0.7054 4.3252 3.8010 -0.088
C -0.3198 5.5610 4.1043 -0.098
C -1.0952 6.4462 4.8401 -0.773
C -2.3388 6.0213 5.2813 -0.100
C -2.7515 4.7358 4.9706 -0.746
C -1.8995 3.9278 4.2294 -0.123
H 0.6593 5.8559 3.7390 0.429
H -0.7309 7.4413 5.0581 0.351
H -2.9756 6.6818 5.8566 0.364
H -3.7143 4.3615 5.2912 0.359
H -2.1831 2.9147 3.9634 0.420
N -0.7038 -7.5590 -3.4665 -0.522
C -0.0114 -7.1416 -4.5241 -0.151
C -0.4143 -6.0953 -5.3391 -0.428
C -1.5985 -5.4419 -5.0375 -0.169
C -2.3282 -5.8636 -3.9391 -0.417
C -1.8394 -6.9221 -3.1888 -0.095
H 0.9168 -7.6675 -4.7217 0.344
H 0.1945 -5.7940 -6.1806 0.363
H -1.9408 -4.6114 -5.6410 0.363
H -3.2508 -5.3760 -3.6566 0.366
H -2.3773 -7.2683 -2.3133 0.354
```

HOMO	-3.75	eV
frontier orbital gap	0.2264	Eh
charge	-1
multiplicity	1

C33H47BN11ORuS | ωB97M-V/def2-TZVPD

The geometry in XYZ format:
```
95
Properties=species:S:1:pos:R:3:lowdin_spin:R:1
Ru -0.1984 0.3325 -0.3372 0.810
C 2.8673 2.1838 -0.4937 0.001
C 2.8399 0.6900 -0.5115 -0.002
C 3.8436 -0.2146 -0.8257 0.002
C 3.3355 -1.4812 -0.5318 -0.002
C 3.9730 -2.8182 -0.6830 0.000
N 2.0894 -1.3166 -0.0798 0.017
N 1.7715 0.0002 -0.0730 0.019
B 1.1114 -2.2123 0.7153 0.002
N 0.5516 -1.3448 1.8795 0.001
N -0.1036 -0.1609 1.6592 -0.010
C -0.4378 0.3508 2.8418 -0.002
C -1.1854 1.6298 2.9808 -0.001
C 0.0100 -0.5085 3.8499 0.000
C 0.6253 -1.5617 3.2098 -0.001
C 1.2777 -2.7690 3.7943 0.000
N -0.0947 -2.5398 -0.1917 0.014
N -0.9877 -1.5271 -0.3416 0.017
C -2.0991 -2.0448 -0.8979 -0.002
C -3.3325 -1.2331 -1.0865 0.001
C -1.8920 -3.3989 -1.1243 0.002
C -0.6123 -3.6803 -0.6583 0.000
C 0.1296 -4.9718 -0.6453 0.000
H 3.6835 2.5629 -1.1055 0.000
H 3.0219 2.5360 0.5274 0.000
H 1.9313 2.6172 -0.8521 0.001
H 4.8371 0.0162 -1.1729 0.000
H 5.0319 -2.7015 -0.8990 0.000
H 3.5156 -3.3659 -1.5082 0.000
H 3.8650 -3.4186 0.2199 0.000
H 1.6455 -3.1909 1.1338 0.000
H -1.4289 2.0305 1.9993 0.000
H -0.5945 2.3632 3.5313 0.000
H -2.1133 1.4737 3.5317 0.000
H -0.1072 -0.3821 4.9132 0.000
H 1.2056 -2.7298 4.8784 0.000
H 2.3321 -2.8218 3.5229 0.000
H 0.7963 -3.6851 3.4521 0.000
H -3.1571 -0.2220 -0.7320 0.001
H -4.1531 -1.6610 -0.5106 0.000
H -3.6535 -1.1945 -2.1283 0.000
H -2.5996 -4.1029 -1.5300 0.000
H -0.5407 -5.7839 -0.9154 0.000
H 0.5528 -5.1816 0.3362 0.000
H 0.9483 -4.9514 -1.3657 0.000
C -2.5483 5.0170 1.9927 0.001
N -1.7770 4.3371 0.9427 0.008
C -0.3294 4.5385 1.0601 0.001
C -2.3247 3.4898 0.0823 0.011
S -1.2983 2.3169 -0.7849 0.080
N -3.6150 3.5730 -0.2323 0.011
C -4.3589 2.4568 -0.8109 0.001
C -4.3143 4.8622 -0.3510 0.001
H -1.9901 4.9117 2.9221 0.000
H -3.5198 4.5478 2.1113 0.000
H -2.6696 6.0784 1.7808 0.000
H -0.1553 5.5913 1.2752 0.000
H 0.1710 4.2816 0.1332 0.000
H 0.0733 3.9384 1.8749 0.000
H -4.0244 1.5235 -0.3811 0.000
H -4.2513 2.4279 -1.8975 0.000
H -5.4093 2.5963 -0.5637 0.000
H -3.6441 5.6885 -0.1483 0.000
H -5.1722 4.9073 0.3183 0.000
H -4.6647 4.9503 -1.3798 0.000
C 3.0396 -1.5496 -8.6859 0.000
C 1.6802 -1.0132 -8.3231 0.000
C 1.1586 0.1170 -8.9413 0.000
C -0.0983 0.6028 -8.6132 0.000
C -0.8677 -0.0403 -7.6538 0.000
N -2.1633 0.4939 -7.3901 0.000
C -3.0172 0.2777 -6.3512 0.000
O -4.2183 0.3921 -6.4334 0.000
N -2.4521 -0.0835 -5.1088 -0.001
C -1.3084 0.3957 -4.4938 0.000
C -0.4714 1.3774 -5.0209 0.006
C 0.6540 1.7363 -4.3076 0.000
C 0.9022 1.1695 -3.0739 0.005
N 0.0748 0.2677 -2.5143 0.004
C -0.9895 -0.1110 -3.2393 0.003
C -0.3675 -1.1751 -7.0274 0.000
C 0.8946 -1.6427 -7.3625 0.000
H 3.4396 -1.0498 -9.5663 0.000
H 2.9936 -2.6187 -8.8953 0.000
H 3.7495 -1.4077 -7.8687 0.000
H 1.7401 0.6296 -9.6980 0.000
H -0.4849 1.4844 -9.1120 0.000
H -2.6292 0.9292 -8.1720 0.000
H -3.1492 -0.5007 -4.5128 0.000
H -0.6962 1.8453 -5.9682 0.000
H 1.3389 2.4740 -4.7023 0.000
H 1.7930 1.4151 -2.5271 0.001
H -1.6169 -0.8706 -2.8029 0.000
H -0.9667 -1.7198 -6.3117 0.000
H 1.2649 -2.5402 -6.8794 0.000
```

<S²>	0.76
energy relative to the best compared isomer or geometry (same formula, charge and spin)	0.000	eV
HOMO (alpha / beta)	-12.38 / -12.38	eV
frontier orbital gap (alpha / beta)	0.2097 / 0.1981	Eh
charge	+2
multiplicity	2